Run i
# C6H12O2

A single C6H12O2 molecule (ωB97M-V/def2-TZVPD, the Open Molecules 2025 dataset).

Cartesian coordinates (Å):
C 1.559 -0.618 -1.302
C 1.038 0.215 -0.414
C 1.816 1.331 0.206
C -0.527 -0.110 0.425
C -0.646 -1.551 0.850
O -0.696 0.817 1.422
C -1.105 0.289 -0.850
O -2.755 0.189 -0.417
H 2.603 -0.569 -1.586
H 0.968 -1.374 -1.799
H 2.859 1.315 -0.110
H 1.814 1.254 1.294
H 1.365 2.292 -0.044
H 0.035 -1.757 1.678
H -0.432 -2.226 0.028
H -1.679 -1.729 1.148
H -1.061 0.381 2.202
H -0.992 1.324 -1.157
H -1.160 -0.477 -1.610
H -3.003 1.005 0.037

- SMILES = C=C(C)[C@@](C)(O)CO
- orbital gap (Eh) = 0.3492
- highest occupied orbital energy (eV) = -8.78


Run ii
# C6H12O2

A single C6H12O2 molecule (ωB97M-V/def2-TZVPD, the Open Molecules 2025 dataset).

Cartesian coordinates (Å):
C -0.267 2.198 -1.787
C -0.263 1.883 -0.284
C -0.830 0.482 -0.009
C 0.030 -0.730 -0.350
C 1.092 -1.079 0.746
C 0.351 -1.983 1.708
O -0.699 -1.769 2.282
O 0.850 -3.218 1.644
H -1.238 1.908 -2.208
H 0.436 1.556 -2.319
H -0.146 3.259 -1.997
H -0.762 2.649 0.306
H 0.789 1.865 -0.003
H -1.225 0.400 1.003
H -1.771 0.334 -0.552
H -0.631 -1.566 -0.550
H 0.563 -0.574 -1.296
H 1.380 -0.131 1.199
H 1.948 -1.576 0.307
H 0.391 -3.908 2.159

- SMILES = CCCCCC(=O)O
- orbital gap (Eh) = 0.4066
- highest occupied orbital energy (eV) = -10.26


Run iii
# C6H12O2

A single C6H12O2 molecule (ωB97M-V/def2-TZVPD, the Open Molecules 2025 dataset).

Cartesian coordinates (Å):
O 1.369 2.191 -1.699
C 1.945 1.046 -1.654
O 2.615 0.547 -2.599
C 0.749 -0.160 -1.255
C 0.088 0.008 0.117
C -0.823 1.245 0.204
C -0.677 -1.262 0.523
C -1.254 -1.218 1.932
H 2.573 1.029 -0.702
H 0.009 -0.112 -2.058
H 1.339 -1.083 -1.320
H 0.935 0.134 0.819
H -1.765 1.089 -0.345
H -0.296 2.045 -0.304
H -1.026 1.559 1.230
H -0.022 -2.114 0.363
H -1.520 -1.413 -0.162
H -0.491 -0.961 2.656
H -1.736 -2.145 2.217
H -2.012 -0.426 2.036

- orbital gap (Eh) = 0.2756
- highest occupied orbital energy (eV) = -10.29


Run iv
# C6H12O2

A single C6H12O2 molecule (ωB97M-V/def2-TZVPD, the Open Molecules 2025 dataset).

Cartesian coordinates (Å):
C 2.074 -0.800 -0.027
C 1.082 0.287 0.093
O 1.665 1.607 0.108
C 0.087 0.230 -1.039
C -1.028 0.333 0.001
C -2.068 -0.763 -0.116
O -1.551 1.630 -0.003
C 0.021 0.046 1.157
H 2.672 -0.636 -0.904
H 2.701 -0.846 0.899
H 1.668 -1.829 0.015
H 1.895 1.895 -0.799
H 0.143 1.103 -1.606
H 0.127 -0.716 -1.672
H -2.839 -0.384 -0.865
H -1.823 -1.760 -0.338
H -2.750 -0.864 0.802
H -2.035 1.659 0.799
H -0.061 0.759 1.949
H 0.021 -0.950 1.546

- SMILES = C[C@]1(O)C[C@@](C)(O)C1
- orbital gap (Eh) = 0.3758
- highest occupied orbital energy (eV) = -9.39


Bottom line: run ii, by a margin of 0.0651 hartree.


Run i
# C6H12O2

2 unconnected molecules or ions with the total composition C6H12O2 (ωB97M-V/def2-TZVPD, the Open Molecules 2025 dataset).

Cartesian coordinates (Å):
C 0.363 -3.060 0.216
C 0.881 -1.987 -0.736
C 0.129 -0.907 -0.932
C 0.576 0.340 -1.641
C 0.737 1.492 -0.616
C -0.628 2.038 -0.469
O -1.454 1.702 0.356
H 1.142 -3.561 0.784
H -0.359 -3.749 -0.236
H -0.284 -2.554 0.933
H 1.838 -2.255 -1.151
H -0.789 -0.769 -0.368
H -0.087 0.608 -2.468
H 1.513 0.074 -2.113
H 1.492 2.195 -0.980
H 1.100 1.198 0.364
H -1.048 2.534 -1.375
O -0.497 0.670 3.023
H -1.147 -0.020 3.118
H -0.778 1.179 2.242

- SMILES = C/C=C/CCC=O.O
- orbital gap (Eh) = 0.3760
- highest occupied orbital energy (eV) = -9.46


Run ii
# C6H12O2

A single C6H12O2 molecule (ωB97M-V/def2-TZVPD, the Open Molecules 2025 dataset).

Cartesian coordinates (Å):
C -0.404 -1.683 0.491
C -0.050 -0.750 -0.634
C -0.916 0.901 -0.438
C -2.189 0.832 0.364
C 0.369 1.345 0.235
C 1.044 0.222 -0.526
O 2.231 -0.626 0.174
O 3.486 -0.202 -0.394
H -1.444 -2.002 0.412
H 0.214 -2.578 0.426
H -0.243 -1.220 1.461
H -0.117 -1.239 -1.604
H -1.072 1.358 -1.414
H -2.972 0.308 -0.183
H -2.553 1.843 0.570
H -2.038 0.332 1.318
H 0.365 1.186 1.310
H 0.740 2.341 0.004
H 1.468 0.532 -1.481
H 4.080 -0.901 -0.090

- SMILES = C[C@H]1[C@@H](C)C[C@H]1OO
- orbital gap (Eh) = 0.3645
- highest occupied orbital energy (eV) = -8.89


Run iii
# C6H12O2

A molecular structure, C6H12O2 (ωB97M-V/def2-TZVPD, the Open Molecules 2025 dataset).

Cartesian coordinates (Å):
C -0.283 0.108 0.527
C 1.833 -0.388 -1.712
C 0.102 1.559 0.601
C 0.184 -0.754 1.648
C -2.029 0.096 -0.031
C -0.351 -0.621 -0.801
O 0.479 0.056 -1.733
O -0.569 -1.842 -0.934
H 2.450 0.250 -1.068
H 1.929 -1.412 -1.339
H 2.209 -0.367 -2.737
H -0.565 -0.748 2.450
H 0.255 -1.814 1.359
H -0.132 2.111 -0.311
H -0.462 2.047 1.407
H 1.172 1.666 0.805
H 1.174 -0.468 2.015
H -2.535 0.230 0.930
H -2.200 0.989 -0.636
H -2.661 -0.697 -0.438

- orbital gap (Eh) = 0.3628
- highest occupied orbital energy (eV) = -9.09


Bottom line: run i, by a margin of 0.0650 hartree.


Run i
# C2H6N2S

A single C2H6N2S molecule (ωB97M-V/def2-TZVPD, the Open Molecules 2025 dataset).

Cartesian coordinates (Å):
H -0.246 -1.496 -0.225
N -0.666 -1.109 0.679
C -0.565 0.156 0.798
N -0.831 0.912 1.757
S -0.060 1.029 -0.648
C 0.724 -0.393 -1.594
H -0.855 0.643 2.783
H -0.553 1.929 1.621
H 0.035 -1.083 -2.189
H 1.459 -0.846 -0.881
H 1.557 0.257 -2.102

- SMILES = [H]/N=C(/N)SC
- orbital gap (Eh) = 0.3447
- highest occupied orbital energy (eV) = -8.67


Run ii
# C2H6N2S

A single C2H6N2S molecule (ωB97M-V/def2-TZVPD, the Open Molecules 2025 dataset).

Cartesian coordinates (Å):
N 1.510 -0.780 -0.191
N 1.278 0.506 -0.752
C 0.403 1.176 -0.181
C -0.604 0.376 0.568
S -1.872 -0.081 -0.609
H 0.703 -1.443 0.117
H 2.235 -1.188 -0.554
H 0.277 2.194 -0.782
H -0.101 -0.705 0.694
H -1.175 0.935 1.506
H -2.654 -0.992 0.182

- SMILES = N/N=C\CS
- orbital gap (Eh) = 0.3534
- highest occupied orbital energy (eV) = -9.03


Run iii
# C2H6N2S

A molecular structure, C2H6N2S (ωB97M-V/def2-TZVPD, the Open Molecules 2025 dataset).

Cartesian coordinates (Å):
C -0.426 0.854 -1.530
C -0.325 -0.545 0.776
H -0.940 0.130 -2.438
H -1.341 1.474 -1.065
H 0.683 1.513 -1.940
H 1.062 1.101 0.424
H 1.665 -1.570 1.286
H 0.452 -1.439 2.401
N 0.284 0.152 -0.369
N 0.827 -1.088 1.409
S -1.942 -0.583 1.045

- orbital gap (Eh) = 0.3150
- highest occupied orbital energy (eV) = -8.66


Run iv
# C2H6N2S

4 unconnected molecules or ions with the total composition C2H6N2S (ωB97M-V/def2-TZVPD, the Open Molecules 2025 dataset).

Cartesian coordinates (Å):
C -1.131 1.283 0.367
C 0.986 -1.436 -0.775
H -0.310 2.015 -0.636
H -2.254 1.047 0.369
H -0.835 1.736 1.316
H -0.797 -0.637 1.317
H 1.492 0.557 -0.385
H 0.381 -2.768 -0.737
N -0.699 -0.219 0.439
N 0.679 -0.513 0.097
S 2.486 -1.064 -1.371

- orbital gap (Eh) = 0.3142
- highest occupied orbital energy (eV) = -8.33


Bottom line: run i, by a margin of 0.0917 hartree.


Run i
# C3H3N3OS

2 unconnected molecules or ions with the total composition C3H3N3OS (ωB97M-V/def2-TZVPD, the Open Molecules 2025 dataset).

Cartesian coordinates (Å):
N 0.238 0.872 2.058
C 0.201 1.104 0.912
C 0.316 1.325 -0.459
O 0.318 0.187 -1.232
N 0.547 2.488 -1.087
S 0.517 3.916 -0.371
H 0.649 -0.648 -0.921
H 0.533 2.208 -2.093
C -0.566 -2.106 1.631
N -0.213 -2.230 0.542
H -0.949 -1.930 2.632

- SMILES = N#C/C(O)=[NH+]\[S-].C#N
- orbital gap (alpha / beta) (Eh) = 0.2768 / 0.2589
- highest occupied orbital energy (alpha / beta) (eV) = -8.37 / -8.10


Run ii
# C3H3N3OS

A single C3H3N3OS molecule (ωB97M-V/def2-TZVPD, the Open Molecules 2025 dataset).

Cartesian coordinates (Å):
O -2.271 -0.708 -1.281
C -1.115 -0.649 -0.669
N -0.404 -1.738 -0.883
C 0.612 -1.771 -0.102
N 1.110 -0.754 0.756
C 0.492 0.508 0.667
S 1.416 2.034 0.640
N -0.906 0.492 0.316
H -2.811 0.104 -0.597
H 1.109 -2.872 0.027
H -1.311 1.351 -0.122

- SMILES = Oc1ncnc(=S)[nH]1
- orbital gap (Eh) = 0.2805
- highest occupied orbital energy (eV) = -8.59


Bottom line: run i, by a margin of 0.0020 hartree.


Run i
# C4H11NO

2 unconnected molecules or ions with the total composition C4H11NO (ωB97M-V/def2-TZVPD, the Open Molecules 2025 dataset).

Cartesian coordinates (Å):
C 1.083 -0.871 0.261
C 1.809 0.267 -0.440
C 1.062 1.503 -0.514
C -0.331 1.666 -0.524
N 1.908 -2.100 0.409
H 0.794 -0.559 1.260
H 0.192 -1.204 -0.266
H 2.756 0.430 0.084
H 2.076 0.073 -1.500
H 1.601 2.401 -0.687
H -1.061 0.896 -0.308
H -0.784 2.601 -0.829
H 1.565 -2.811 -0.229
H 2.850 -1.935 0.097
H -4.749 0.330 1.547
H -5.808 -0.556 0.914
O -4.962 -0.130 0.725

- orbital gap (alpha / beta) (Eh) = 0.3012 / 0.1572
- net charge = +1
- multiplicity = 2
- highest occupied orbital energy (alpha / beta) (eV) = -13.53 / -13.45
- ⟨S²⟩ = 0.75


Run ii
# C4H11NO

A gas-phase ion, C4H11NO (charge +1) (ωB97M-V/def2-TZVPD, the Open Molecules 2025 dataset).

Cartesian coordinates (Å):
C -0.333 0.589 -2.031
O -1.743 0.664 -1.776
C 0.640 0.521 -0.789
C 0.073 -0.413 0.298
C 0.737 0.002 1.711
N 0.591 -1.177 2.563
H -0.014 1.468 -2.599
H -0.152 -0.256 -2.721
H -1.938 -0.272 -1.677
H 0.909 1.418 -0.235
H 1.506 0.168 -1.369
H 0.355 -1.496 0.182
H -1.001 -0.359 0.574
H 1.834 0.193 1.779
H 0.262 0.926 2.130
H 1.188 -0.878 3.403
H 0.547 -1.930 1.869

- orbital gap (alpha / beta) (Eh) = 0.3636 / 0.1869
- net charge = +1
- multiplicity = 2
- highest occupied orbital energy (alpha / beta) (eV) = -13.82 / -13.81
- ⟨S²⟩ = 0.75


Run iii
# C4H11NO

2 unconnected molecules or ions with the total composition C4H11NO (ωB97M-V/def2-TZVPD, the Open Molecules 2025 dataset).

Cartesian coordinates (Å):
C -0.556 0.429 1.314
C -0.029 0.622 -0.064
C 1.174 0.073 -0.538
N 2.047 -0.579 0.233
C -0.644 1.714 -0.840
H -1.509 -0.100 1.176
H 0.026 -0.146 2.019
H -0.797 1.441 1.662
H 1.493 0.190 -1.560
H 2.610 -1.279 -0.252
H 1.651 -0.954 1.096
H -0.204 2.640 -0.467
H -0.382 1.716 -1.891
H -1.725 1.780 -0.681
H -0.377 -2.125 -0.312
H -1.630 -2.797 -0.860
O -1.148 -2.624 -0.035

- orbital gap (alpha / beta) (Eh) = 0.3903 / 0.3023
- net charge = +1
- multiplicity = 2
- highest occupied orbital energy (alpha / beta) (eV) = -14.38 / -15.33
- ⟨S²⟩ = 0.76


Bottom line: run iii, by a margin of 0.0895 hartree.


Run i
# C4H7FO2

A single C4H7FO2 molecule (ωB97M-V/def2-TZVPD, the Open Molecules 2025 dataset).

Cartesian coordinates (Å):
F -1.631 0.404 -1.025
C -1.597 -0.339 0.151
C -0.172 -0.450 0.689
C 0.856 -0.872 -0.423
O 1.768 0.260 -0.489
C 0.997 1.338 -0.062
O 0.323 0.856 1.067
H -2.296 0.074 0.873
H -1.928 -1.342 -0.177
H -0.136 -1.066 1.599
H 1.473 -1.711 -0.267
H 0.395 -0.953 -1.427
H 1.636 2.119 0.334
H 0.311 1.683 -0.843

- SMILES = FC[C@H]1COCO1
- orbital gap (Eh) = 0.4074
- highest occupied orbital energy (eV) = -10.12


Run ii
# C4H7FO2

A single C4H7FO2 molecule (ωB97M-V/def2-TZVPD, the Open Molecules 2025 dataset).

Cartesian coordinates (Å):
O 0.845 -0.802 1.755
C 0.582 -0.807 0.418
C 1.118 0.392 -0.465
F 1.265 1.430 0.470
C -0.251 0.468 -1.199
C -0.841 -0.478 -0.058
O -1.368 0.320 0.973
H 0.370 -0.007 2.086
H 0.858 -1.795 0.038
H 2.044 0.311 -0.974
H -0.726 1.440 -1.241
H -0.259 0.016 -2.175
H -1.514 -1.300 -0.323
H -2.124 0.812 0.695

- SMILES = O[C@@H]1[C@H](F)C[C@@H]1O
- orbital gap (Eh) = 0.3897
- highest occupied orbital energy (eV) = -9.81


Bottom line: run i, by a margin of 0.0081 hartree.